[1]
Formula: C4H12NO2
Source: the Open Molecules 2025 dataset
Level of theory: the ωB97M-V functional and the def2-TZVPD basis

Structure (XYZ):
```
19
Properties=species:S:1:pos:R:3:lowdin_spin:R:1
C -0.62 -1.08 0.50 0.011
C -0.19 0.18 -0.27 0.002
C -1.18 1.36 -0.38 0.085
C -2.48 1.04 -1.10 0.124
O -2.95 -0.05 -1.08 0.692
N 1.14 0.69 0.21 0.005
H 0.27 -1.66 0.71 0.003
H -0.99 -0.81 1.49 0.000
H -1.27 -1.65 -0.15 0.004
H 0.03 -0.17 -1.28 0.001
H -1.55 1.64 0.61 0.000
H -0.69 2.23 -0.81 0.002
H -3.15 1.88 -1.42 0.071
H 1.36 1.68 0.03 0.000
H 1.08 0.77 1.24 0.000
H 2.01 0.16 0.07 0.000
H 3.75 -1.71 0.52 0.000
H 2.62 -2.70 0.41 0.000
O 2.81 -1.80 0.72 0.001
```

Summary:
HOMO-LUMO gap (spin up / spin down) = 8.8 / 5.1 eV
⟨S²⟩ = 0.758
energy relative to the best compared isomer or geometry (same formula, charge and spin) = 8.4 kcal/mol
E = -9907.0697 eV
F_max = 2.79 eV/A
spin multiplicity = 2
net charge = +2

[2]
Formula: C4H12NO2P
Source: the Open Molecules 2025 dataset
Level of theory: the ωB97M-V functional and the def2-TZVPD basis

Structure (XYZ):
```
20
Properties=species:S:1:pos:R:3:lowdin_charge:R:1
C 2.41 1.02 -0.41 -0.121
C 1.31 0.24 0.31 -0.286
C 0.13 0.12 -0.63 -0.200
C -1.32 -0.50 -0.05 -0.508
N -1.52 -1.90 -0.33 -0.035
O -3.82 -0.08 0.57 -0.297
O -2.52 1.89 -0.04 -0.291
P -2.83 0.43 -0.65 0.798
H 2.08 2.04 -0.60 0.072
H 3.32 1.05 0.17 0.066
H 2.63 0.56 -1.37 0.071
H 1.02 0.78 1.22 0.104
H 1.68 -0.74 0.60 0.105
H 0.40 -0.51 -1.48 0.098
H -0.12 1.10 -1.02 0.082
H -1.28 -0.39 1.05 0.103
H -0.76 -2.46 0.06 0.075
H -4.14 -0.97 0.46 0.040
H -1.53 -2.07 -1.33 0.061
H -2.45 1.87 0.92 0.062
```

Summary:
HOMO-LUMO gap = 9.7 eV
energy relative to the best compared isomer or geometry (same formula, charge and spin) = 10.2 kcal/mol
E = -19217.3152 eV
F_max = 2.85 eV/A
SMILES = CCC[C@H](N)P(O)O
net charge = 0